[1]
C40H64F3N10O5S3 | ωB97M-V/def2-TZVPD

Results
- HOMO (Eh) = -0.16981
- E_LUMO (eV) = 1.3
- net charge = -1

XYZ file:
```
125
Properties=species:S:1:pos:R:3:forces:R:3
C 1.69548 0.36937 0.37192 0.79 -4.88 0.04
O 0.40588 -0.13236 -0.10543 -0.99 1.52 0.42
O 2.44345 -0.81410 0.49789 -0.66 3.65 -0.78
C 2.09403 1.52605 -0.62224 2.08 -0.70 0.46
F 1.68617 1.45765 -1.88752 -1.11 -0.32 -0.39
F 1.72999 2.71068 -0.12609 -1.07 0.93 0.28
F 3.43286 1.66208 -0.76064 0.66 -0.43 0.40
C -0.71087 0.74698 -0.00290 -0.82 -1.28 -1.38
C -1.90562 -0.10283 -0.50188 0.69 0.21 0.28
H -1.84265 -0.15195 -1.58895 -0.40 0.13 -0.03
H -1.80223 -1.13542 -0.16846 -0.05 0.05 0.32
H -2.83532 0.32605 -0.12797 -0.22 -0.09 -0.35
H -0.67458 1.57132 -0.71511 0.46 0.41 0.01
H -0.96955 1.18857 0.95949 0.63 -0.25 0.58
H 1.52039 0.79094 1.36173 -0.03 0.83 0.17
C -7.87142 -3.38442 -5.64365 -0.48 1.37 -0.61
S -6.94974 -1.99460 -6.49819 -1.63 0.85 2.08
O -7.53085 -0.71747 -5.87147 0.73 -1.56 -1.11
C -5.43533 -2.25501 -5.57928 0.13 -0.19 -0.22
H -7.93311 -3.20149 -4.57089 1.25 -0.38 0.21
H -7.51074 -4.32604 -6.05761 -0.15 -0.08 0.55
H -8.93369 -3.20861 -5.81327 -0.02 -0.21 -1.06
H -4.70312 -1.54528 -5.96433 -0.05 0.05 0.29
H -5.05752 -3.26695 -5.72529 -0.03 -0.03 -0.04
H -5.70504 -2.09741 -4.53500 0.26 0.17 -0.06
C -1.19240 6.37273 -5.24679 0.12 0.03 0.46
S -1.32033 5.78419 -3.48985 -0.66 2.41 1.09
O -1.18468 7.05076 -2.59694 -0.21 -2.22 -1.80
C -3.13446 5.34940 -3.49205 0.41 0.32 -0.59
H -1.41374 5.59958 -5.98256 -0.36 -0.14 0.26
H -0.16109 6.66732 -5.44104 0.05 0.03 0.39
H -1.82806 7.25155 -5.35494 -0.10 -0.13 0.01
H -3.71338 5.90655 -4.22862 0.36 0.07 -0.32
H -3.61599 5.61726 -2.55159 0.62 -0.38 0.29
H -3.16970 4.28740 -3.73496 -0.23 0.00 0.25
C -7.98292 -1.29341 0.95343 0.26 0.65 0.43
S -9.68330 -1.09953 1.63865 -0.14 -2.66 0.42
O -10.17597 -2.57607 1.72216 0.77 2.82 0.26
C -9.29109 -0.46612 3.39385 0.34 -0.93 -0.63
H -7.52655 -0.31066 0.83494 -0.08 0.18 0.09
H -7.97882 -1.75509 -0.03396 -0.66 -0.03 0.13
H -7.32833 -1.88494 1.59350 -0.34 -0.09 0.25
H -9.24063 0.62192 3.43538 0.06 -0.09 -0.30
H -8.36406 -0.93295 3.72670 0.17 0.19 -0.16
H -10.04046 -0.82511 4.09931 -0.38 -0.01 -0.49
C 8.58586 3.08891 -0.08957 -1.23 -0.69 -0.02
C 9.90100 3.42780 0.31843 2.62 1.16 0.24
N 10.97714 3.73827 0.61237 -1.17 -0.43 -0.24
H 8.53949 2.74197 -1.12184 0.15 0.02 0.06
H 7.89295 3.92252 0.02477 0.08 -0.04 0.09
H 8.29126 2.26955 0.56614 -0.45 -0.03 -0.13
C 1.89016 1.19336 -7.11132 0.17 -0.38 0.90
C 3.26296 0.80101 -6.75885 1.83 0.24 -0.24
N 4.35421 0.55217 -6.44335 -1.81 0.26 -0.53
H 1.74448 2.26603 -7.23882 0.41 -0.07 -0.05
H 1.38589 0.91068 -6.18725 -0.74 0.00 -0.23
H 1.48472 0.65702 -7.96926 0.17 -0.07 0.17
C 0.93565 6.95900 2.47649 0.16 1.78 -0.82
C 1.04498 8.44741 2.54673 -0.65 2.72 0.61
N 1.09531 9.62143 2.61705 -0.01 -3.39 -0.25
H 1.14319 6.79870 1.41850 0.63 -0.73 0.13
H -0.08827 6.59794 2.57306 0.14 0.19 0.66
H 1.67217 6.59029 3.19042 -0.28 -0.60 -0.36
C 5.93002 2.51401 4.67181 -1.17 0.69 -1.25
C 7.33978 2.68935 4.80629 6.95 -0.39 1.08
N 8.53816 2.76867 4.89884 -5.96 -0.19 -0.49
H 5.62701 1.63727 4.09944 0.35 -0.42 0.48
H 5.68169 3.29562 3.95381 -0.54 0.39 0.14
H 5.32264 2.64953 5.56670 0.34 -0.12 0.01
C -1.84157 0.04707 5.50003 0.28 0.98 -0.96
C -0.68114 0.95005 5.64838 3.89 2.06 1.70
N 0.26050 1.67087 5.77763 -3.99 -2.90 -0.66
H -2.72285 0.62060 5.78725 -0.11 -0.12 -0.25
H -1.90123 -0.94112 5.95611 0.80 0.32 0.33
H -1.78165 -0.08595 4.41983 -0.83 -0.33 -0.18
N 6.25097 -2.46982 4.81042 -1.17 0.98 -1.52
C 5.89875 -2.16950 6.10616 0.07 -0.46 -0.84
C 7.04411 -2.14584 6.85082 0.69 -0.81 -1.46
C 8.11289 -2.46769 5.88883 0.20 0.98 0.37
C 7.59471 -2.50725 4.59620 -0.10 -0.73 2.68
H 5.62931 -2.35906 4.02215 -0.24 -0.06 0.30
H 4.84190 -2.08290 6.31101 0.18 0.15 0.30
H 7.07299 -1.97867 7.91741 0.33 -0.11 -0.14
H 9.15778 -2.58557 6.13522 -0.03 0.18 0.02
H 8.02020 -2.64155 3.61267 0.00 -0.08 0.25
N -0.40889 -4.33024 2.35723 0.76 -0.35 0.76
C 0.42317 -5.37096 2.78330 -1.79 -0.12 -0.44
C -0.40640 -6.30573 3.42237 1.39 1.19 -0.15
C -1.69708 -5.77980 3.43789 -1.02 2.03 -0.18
C -1.68556 -4.47677 2.84183 0.77 -2.78 0.04
H -0.10824 -3.58021 1.75129 0.12 0.08 0.26
H 1.46787 -5.42026 2.51388 -0.16 0.18 0.04
H -0.06500 -7.15023 4.00259 -0.03 -0.17 -0.38
H -2.54446 -6.27788 3.88540 -0.07 0.25 0.03
H -2.46161 -3.75081 2.64912 0.10 -0.18 -0.04
N 6.48409 -4.52361 -1.24609 -0.10 1.64 0.99
C 7.11968 -3.97369 -2.29971 2.09 -1.28 -1.12
C 8.19008 -4.88520 -2.61018 -1.48 2.40 -1.69
C 8.05664 -5.96917 -1.79017 0.37 -0.43 2.45
C 7.16033 -5.59559 -0.79568 -0.81 -2.51 -0.55
H 5.83849 -3.96636 -0.70501 -0.10 -0.31 0.03
H 6.77726 -3.04530 -2.73241 0.23 -0.11 0.02
H 8.95832 -4.79225 -3.36356 -0.35 0.21 -0.25
H 8.60629 -6.89877 -1.80181 0.19 0.21 0.08
H 6.78644 -6.21837 0.00354 -0.08 0.23 0.07
N -7.07875 6.57490 1.71867 -1.54 2.60 -0.17
C -6.02496 5.80394 1.88628 0.80 -2.00 -0.10
C -6.50492 4.51976 1.69003 0.83 -1.18 0.17
C -7.89093 4.51838 1.41988 -0.09 2.55 -0.20
C -8.21889 5.90113 1.43060 0.12 -1.24 0.15
H -7.09502 7.58439 1.74621 0.27 -0.21 0.12
H -5.03087 6.17524 2.08711 -0.19 -0.06 -0.01
H -5.90337 3.62365 1.72929 0.09 0.06 0.04
H -8.52684 3.68976 1.14527 0.07 0.12 0.20
H -9.08078 6.54488 1.33503 -0.35 -0.65 -0.21
N 0.64551 -4.26634 -3.16971 3.22 1.05 -1.69
C -0.42299 -4.98561 -3.00218 -3.23 -1.32 1.54
C -0.58128 -5.86247 -4.04023 0.02 -0.80 -1.08
C 0.51628 -5.71806 -4.91440 1.30 2.36 1.50
C 1.28888 -4.66485 -4.32218 -0.49 -1.38 -0.90
H 0.98489 -3.47441 -2.64266 -0.25 -0.28 0.33
H -0.97996 -4.90426 -2.08047 -0.28 0.13 -0.22
H -1.35423 -6.56761 -4.30806 -0.26 0.08 0.77
H 0.69885 -6.29099 -5.81152 0.18 0.22 0.09
H 2.26932 -4.26270 -4.53050 -0.19 0.03 -0.27
```
Positions in Å, forces in eV/Å.


[2]
C40H64Ge2N5O2PSSiTi | ωB97M-V/def2-TZVPD

Results
- spin multiplicity = 2
- HOMO (spin up / spin down) (Eh) = -0.37831 / -0.38019
- <S²> = 0.76
- E_LUMO (spin up / spin down) (eV) = -2.7 / -3.9
- net charge = +1

XYZ file:
```
117
Properties=species:S:1:pos:R:3:forces:R:3
Ti -0.20496 -0.17614 1.56208 -0.74 0.53 0.52
C -6.99377 -0.80413 -0.40154 -0.09 0.02 -0.19
Si -5.62044 -1.03357 0.82795 0.16 0.13 0.03
C -6.09741 -0.33249 2.47278 0.00 0.06 0.28
C -5.21084 -2.83638 0.95355 0.02 -0.23 -0.04
C -4.11763 -0.07764 0.17322 -0.08 0.12 -0.20
C -4.22248 0.72598 -0.95833 0.07 -0.04 -0.06
C -3.11788 1.36740 -1.52314 0.00 -0.01 0.06
C -1.89846 1.20006 -0.91296 -0.02 -0.03 0.10
N -1.78054 0.48758 0.21471 0.00 0.04 -0.37
C -2.83933 -0.14297 0.74143 -0.13 -0.05 0.39
S -2.38512 -1.01185 2.21035 -0.15 0.16 -0.19
H -7.80173 -1.50184 -0.17390 -0.02 -0.01 0.01
H -6.65321 -1.02102 -1.41666 -0.06 -0.03 -0.02
H -7.42033 0.20015 -0.38989 0.03 0.03 0.00
H -7.04600 -0.75627 2.80799 -0.01 0.00 0.02
H -6.21037 0.75196 2.42394 -0.02 0.01 0.01
H -5.34030 -0.56310 3.22472 -0.02 0.03 0.02
H -6.08394 -3.35330 1.35946 0.02 -0.08 -0.01
H -4.36114 -3.03834 1.60635 -0.02 0.02 0.00
H -5.00196 -3.25932 -0.03206 0.01 -0.03 0.00
H -5.18516 0.83719 -1.44180 -0.03 0.01 -0.01
H -3.20424 1.96373 -2.41985 -0.02 0.00 -0.02
H -0.98485 1.63543 -1.30245 -0.04 -0.05 0.00
O 1.68129 0.89734 -0.93534 0.08 0.08 -0.13
C 1.10942 0.74713 0.10536 -0.02 0.18 0.39
N 0.80731 1.55295 1.15965 0.03 -0.80 -0.74
P 1.23960 3.02767 1.69548 -0.08 -0.31 -0.10
N 0.51716 3.22577 3.13021 -0.08 0.08 0.33
C 1.18440 3.61146 4.38055 -0.15 0.07 -0.10
C 0.84492 2.62740 5.48903 0.07 -0.05 0.03
C -0.66528 2.49862 5.65655 -0.04 0.07 0.04
C -1.32173 2.12535 4.33268 -0.04 -0.16 0.01
C -0.94456 3.11557 3.24398 0.05 0.14 -0.09
N 0.65683 4.16804 0.69361 -0.24 0.45 -0.01
C 0.27714 5.51377 1.16557 0.14 -0.13 -0.09
C -1.06139 5.92809 0.57832 -0.06 -0.01 0.05
C -1.02219 5.86003 -0.94328 0.05 0.06 -0.04
C -0.59720 4.46796 -1.39423 -0.09 -0.06 0.00
C 0.73454 4.07483 -0.77332 0.13 0.03 0.11
N 2.84550 3.09088 1.88622 0.46 0.21 -0.46
C 3.56913 4.35905 1.65384 -0.01 -0.16 0.32
C 4.36223 4.31711 0.35999 -0.04 0.06 -0.07
C 5.31359 3.12760 0.36984 0.11 0.01 0.02
C 4.56000 1.83000 0.63476 -0.04 -0.10 -0.09
C 3.74970 1.92611 1.91628 -0.11 0.10 0.29
H 0.83119 4.61484 4.65382 0.04 -0.01 0.05
H 2.25676 3.67087 4.21330 0.03 -0.04 -0.04
H 1.31074 2.95862 6.41875 0.00 0.01 0.00
H 1.27888 1.65396 5.23697 -0.02 0.00 0.00
H -1.06920 3.45563 6.00597 0.00 0.00 -0.01
H -0.90840 1.76288 6.42389 0.02 -0.02 -0.01
H -2.40941 2.08869 4.42390 0.02 0.00 0.01
H -0.99943 1.11803 4.03704 -0.03 0.10 0.01
H -1.34919 4.10938 3.47994 -0.03 -0.04 0.02
H -1.36154 2.82713 2.27507 0.04 -0.04 0.03
H 1.05098 6.22476 0.84786 -0.02 0.02 0.01
H 0.25203 5.51946 2.25360 -0.01 -0.02 0.03
H -1.30392 6.93648 0.91752 0.00 0.01 0.00
H -1.83691 5.25792 0.96236 -0.02 0.01 -0.01
H -0.30534 6.59860 -1.31843 0.00 0.00 0.00
H -1.99127 6.12426 -1.36694 -0.02 -0.02 0.01
H -0.51137 4.41843 -2.48115 0.00 0.00 -0.02
H -1.36075 3.74530 -1.08765 0.05 0.09 -0.03
H 1.51640 4.76084 -1.12220 -0.01 0.00 -0.03
H 1.04172 3.07026 -1.06155 -0.02 -0.01 0.01
H 4.25402 4.49168 2.49999 -0.01 0.03 -0.02
H 2.87060 5.19116 1.68870 -0.06 0.05 -0.07
H 4.90924 5.25493 0.24576 0.01 0.00 0.00
H 3.67351 4.23699 -0.48692 0.00 -0.01 0.02
H 6.06302 3.27975 1.15492 0.00 0.00 -0.01
H 5.85857 3.06460 -0.57232 -0.02 0.00 -0.01
H 5.25359 0.99360 0.71670 0.04 -0.05 0.02
H 3.89125 1.60394 -0.20021 0.00 0.01 0.03
H 4.42100 2.07501 2.77051 0.01 -0.05 0.00
H 3.16994 1.02582 2.11700 -0.02 -0.02 -0.09
C 0.11353 -4.10222 -2.71763 0.06 -0.22 -0.11
Ge -0.30968 -2.24905 -2.33439 0.06 0.34 0.13
C 0.47034 -1.04057 -3.63812 -0.01 0.15 -0.16
C -2.24253 -2.03100 -2.34165 -0.21 -0.07 -0.05
Ge 0.69691 -1.89287 -0.14591 0.83 -0.45 -0.51
C 2.64731 -2.00146 -0.28581 0.09 -0.05 -0.02
C 3.22435 -2.48320 -1.45926 0.11 0.06 -0.04
C 4.59259 -2.70628 -1.55601 -0.01 0.02 0.05
C 5.41387 -2.46360 -0.46608 -0.09 0.03 0.00
C 4.85531 -1.99088 0.71438 0.08 0.02 -0.02
C 3.49057 -1.75458 0.79776 -0.07 0.02 0.16
C 0.23077 -3.49958 0.89103 -0.24 0.17 0.21
C -1.07979 -3.98032 0.82912 -0.02 -0.04 -0.04
C -1.43955 -5.15678 1.46694 0.08 0.00 0.03
C -0.49064 -5.86316 2.19694 -0.03 0.04 -0.03
C 0.81253 -5.39280 2.27427 0.00 0.03 -0.03
C 1.17268 -4.21604 1.62743 -0.01 -0.08 0.03
H -0.25788 -4.33285 -3.71781 0.00 -0.07 0.01
H -0.37292 -4.75705 -1.99667 -0.03 -0.03 0.00
H 1.18321 -4.29848 -2.68862 0.01 -0.04 -0.02
H -0.05515 -1.16563 -4.58634 0.02 0.02 -0.03
H 1.52896 -1.23000 -3.79856 0.05 0.00 0.01
H 0.35944 -0.00696 -3.31046 0.01 0.01 -0.01
H -2.53563 -1.37331 -3.15999 -0.03 0.00 0.00
H -2.61175 -1.61005 -1.41309 -0.08 0.05 0.09
H -2.72207 -2.99976 -2.48678 0.00 0.00 -0.01
H 2.61394 -2.69627 -2.32559 -0.05 0.03 -0.02
H 5.01351 -3.07630 -2.48159 0.00 -0.01 -0.01
H 6.47738 -2.64759 -0.53447 0.02 0.00 0.02
H 5.48815 -1.81627 1.57559 0.00 0.03 0.02
H 3.07987 -1.40072 1.74245 -0.02 -0.01 -0.11
H -1.83995 -3.43603 0.27531 0.05 0.02 0.02
H -2.45646 -5.52012 1.39794 -0.02 -0.01 0.01
H -0.76806 -6.77955 2.70045 0.01 -0.02 0.00
H 1.55657 -5.94857 2.82974 0.01 -0.01 0.02
H 2.20235 -3.88145 1.67972 -0.03 0.02 -0.01
C 1.25537 -1.26801 4.12551 -0.20 0.02 -0.41
O 0.70001 -0.77715 2.92272 0.59 -0.26 0.72
H 0.52231 -1.16035 4.92568 0.04 -0.04 0.05
H 2.15190 -0.69589 4.36761 0.05 -0.04 0.05
H 1.50288 -2.32220 3.98974 0.03 0.02 0.10
```
Positions in Å, forces in eV/Å.


The evaluated relative energy (zero: lowest compared OMol25 entry of this formula, charge and spin) for the records listed, in turn: 121.02, 15.58 kcal per mole.